Record 1
The following is a DFT calculation (the ωB97M-V functional and the def2-TZVPD basis) of 11 unconnected molecules or ions with the total composition C31H48BCl40N4O7P2S.

Computed properties:
- E (eV) = -584197.21658
- LUMO (hartree) = -0.1035
- HOMO-LUMO gap (eV) = 8.8277

Structure (ORCA input):
```
! RIJCOSX wB97M-V def2-TZVPD def2/J DEFGRID3
* xyz 1 1
C 1.566 2.685 3.439
O 0.200 2.909 3.148
C -0.673 2.075 3.902
C -2.103 2.583 3.928
C -2.289 4.069 3.703
C -2.176 4.608 2.280
C -3.396 4.482 1.385
C -3.690 3.081 0.856
C -2.426 2.362 0.434
C -2.597 1.368 -0.721
C -2.224 -0.074 -0.387
C -1.477 -0.745 -1.531
C -0.150 -1.397 -1.110
C 0.964 -1.047 -2.060
N 2.136 -1.925 -1.835
C 3.368 -1.407 -2.033
N 4.388 -2.036 -1.531
C 4.346 -3.271 -0.760
C 4.499 -2.960 0.699
C 5.940 -2.653 1.061
O 6.091 -1.518 1.876
C 5.373 -1.599 3.086
N 3.634 -0.252 -2.686
S 4.775 -0.576 -3.974
C 2.465 0.605 -3.046
P 1.869 0.175 -4.770
O 2.467 1.052 -5.770
B 2.936 2.142 -3.247
O 2.085 3.042 -3.749
O 4.171 2.446 -2.838
C 4.924 3.284 -3.737
C 1.369 0.417 -2.036
P 1.814 0.928 -0.333
N 2.510 -0.164 0.503
O 0.456 1.386 0.344
O 2.730 2.181 -0.454
H 1.946 3.503 4.030
H 1.723 1.755 3.954
H 2.121 2.680 2.516
H -0.669 1.091 3.455
H -0.307 1.950 4.906
H -2.473 2.378 4.919
H -2.712 2.003 3.279
H -3.285 4.299 4.039
H -1.613 4.623 4.331
H -1.304 4.243 1.791
H -2.010 5.667 2.388
H -4.265 4.919 1.852
H -3.181 5.078 0.515
H -4.283 3.182 -0.030
H -4.221 2.457 1.555
H -1.732 3.109 0.099
H -1.963 1.857 1.257
H -3.615 1.366 -1.065
H -2.013 1.737 -1.542
H -1.597 -0.115 0.477
H -3.133 -0.593 -0.147
H -1.301 -0.066 -2.347
H -2.093 -1.522 -1.938
H -0.284 -2.460 -1.212
H 0.132 -1.241 -0.088
H 0.543 -1.298 -3.019
H 2.037 -2.765 -2.394
H 5.300 -1.623 -1.660
H 5.210 -3.838 -1.059
H 3.500 -3.885 -0.978
H 3.927 -2.066 0.891
H 4.085 -3.742 1.307
H 6.394 -3.503 1.544
H 6.476 -2.422 0.157
H 5.806 -0.940 3.808
H 4.350 -1.289 2.934
H 5.337 -2.607 3.466
H 4.793 0.615 -4.585
H 2.014 -1.207 -4.980
H 0.482 0.392 -4.685
H 2.138 3.863 -3.227
H 5.948 3.219 -3.437
H 4.864 2.958 -4.761
H 4.637 4.311 -3.632
H 0.500 0.959 -2.358
H 1.947 -0.384 1.315
H 0.543 2.300 0.683
H 3.327 2.184 0.317
C 8.211 -5.412 3.470
Cl 6.553 -5.803 2.990
Cl 8.984 -6.850 4.125
Cl 9.108 -4.847 2.057
Cl 8.179 -4.142 4.693
C 0.251 1.232 -8.945
Cl 0.439 0.599 -10.579
Cl -1.303 2.048 -8.801
Cl 0.310 -0.117 -7.793
Cl 1.544 2.375 -8.606
C -2.255 -1.410 5.181
Cl -2.824 -3.068 5.311
Cl -1.987 -1.031 3.468
Cl -3.462 -0.308 5.835
Cl -0.738 -1.220 6.065
C -1.385 -6.621 6.706
Cl -0.260 -5.261 6.656
Cl -2.909 -6.159 5.944
Cl -0.692 -7.990 5.838
Cl -1.668 -7.079 8.390
C -6.503 -7.629 8.146
Cl -7.353 -6.123 7.780
Cl -6.790 -8.791 6.849
Cl -4.772 -7.306 8.266
Cl -7.097 -8.286 9.671
C -1.999 5.460 -11.516
Cl -1.972 5.380 -13.277
Cl -1.891 7.143 -10.999
Cl -3.506 4.756 -10.918
Cl -0.636 4.552 -10.862
C -7.297 4.437 -1.656
Cl -7.198 3.996 -3.361
Cl -8.836 5.241 -1.344
Cl -7.193 2.984 -0.657
Cl -5.961 5.516 -1.256
C -4.756 -5.208 2.224
Cl -5.588 -5.484 3.757
Cl -3.671 -6.560 1.890
Cl -5.944 -5.068 0.928
Cl -3.816 -3.716 2.333
C 3.275 -7.657 1.110
Cl 3.122 -9.097 0.112
Cl 1.725 -6.810 1.178
Cl 3.776 -8.107 2.736
Cl 4.490 -6.578 0.404
C -6.723 9.327 -3.645
Cl -5.635 8.840 -4.948
Cl -5.791 10.104 -2.362
Cl -7.921 10.459 -4.271
Cl -7.533 7.901 -2.996
*
```

Record 2
The following is a DFT calculation (the ωB97M-V functional and the def2-TZVPD basis) of a molecular structure, C31H48BrGeN3O10PSTi.

Computed properties:
- E (eV) = -227669.20983
- LUMO (hartree) = -0.1310
- relative energy (zero: lowest compared OMol25 entry of this formula, charge and spin) (kcal per mole) = 12.8
- HOMO-LUMO gap (eV) = 7.0514

Structure (ORCA input):
```
! RIJCOSX wB97M-V def2-TZVPD def2/J DEFGRID3
* xyz 1 1
Ti 0.382 -0.112 0.109
C 2.827 -0.040 -3.283
C 2.953 0.097 -1.773
C 3.063 1.561 -1.374
C 4.129 -0.703 -1.247
O 1.730 -0.456 -1.164
Ge 0.954 -2.261 -1.816
O -0.631 -1.185 -1.289
C -1.952 -1.600 -1.801
C -2.929 -0.432 -1.834
C -1.781 -2.119 -3.225
C -2.453 -2.716 -0.901
O 1.089 -2.768 -0.083
C 1.184 -4.117 0.420
C 1.018 -5.127 -0.710
C 0.088 -4.304 1.463
C 2.550 -4.278 1.067
H 3.623 0.535 -3.757
H 2.919 -1.074 -3.616
H 1.875 0.360 -3.632
H 4.057 1.924 -1.644
H 2.329 2.175 -1.895
H 2.948 1.682 -0.299
H 5.015 -0.474 -1.841
H 4.344 -0.441 -0.213
H 3.944 -1.777 -1.320
H -2.650 0.302 -2.587
H -3.909 -0.818 -2.117
H -3.027 0.065 -0.876
H -1.301 -1.377 -3.864
H -1.207 -3.046 -3.275
H -2.767 -2.330 -3.642
H -2.446 -2.400 0.138
H -3.469 -3.003 -1.174
H -1.818 -3.598 -0.988
H 0.052 -5.012 -1.210
H 1.813 -5.035 -1.454
H 1.057 -6.141 -0.312
H -0.899 -4.289 1.004
H 0.211 -5.261 1.972
H 0.143 -3.506 2.203
H 3.341 -4.140 0.327
H 2.677 -3.546 1.864
H 2.658 -5.275 1.496
Br -6.510 0.701 -0.535
C -5.491 2.293 -0.583
C -4.813 2.696 0.557
C -4.064 3.859 0.533
C -4.004 4.613 -0.633
C -4.739 4.236 -1.751
C -5.466 3.056 -1.740
N -3.307 5.872 -0.739
N -2.118 5.993 -0.423
C -1.353 4.831 -0.054
C -0.835 4.747 1.212
C -0.124 3.604 1.655
C 0.077 2.593 0.760
O 0.721 1.437 0.994
C -0.419 2.686 -0.558
N -0.204 1.578 -1.304
C -0.554 1.602 -2.567
C -1.150 2.732 -3.158
C -1.450 3.822 -2.385
C -1.097 3.817 -1.017
H -4.875 2.108 1.461
H -3.546 4.173 1.426
H -4.737 4.873 -2.625
H -6.028 2.747 -2.610
H -1.017 5.559 1.903
H 0.240 3.528 2.669
H -0.382 0.697 -3.136
H -1.393 2.710 -4.210
H -1.939 4.685 -2.817
C 4.868 -1.826 2.102
O 3.696 -1.393 2.790
P 2.675 -0.290 2.157
O 3.591 1.009 1.932
C 4.288 1.649 3.015
O 1.919 0.106 3.514
C 1.471 -0.880 4.450
H 5.317 -2.608 2.710
H 5.572 -0.999 1.994
H 4.621 -2.230 1.121
H 4.899 0.927 3.558
H 3.572 2.105 3.696
H 4.923 2.410 2.569
H 2.307 -1.222 5.058
H 1.024 -1.730 3.936
H 0.722 -0.397 5.072
C -2.777 -1.373 2.504
S -1.476 -0.231 2.114
O -1.742 0.409 0.806
O -1.287 0.630 3.233
O -0.258 -1.072 1.752
H -3.543 -1.310 1.736
H -3.183 -1.093 3.471
H -2.358 -2.376 2.537
*
```